(1)
DFT (the ωB97M-V functional and the def2-TZVPD basis) results for C2H4N2OS3 in the gas phase at a distorted geometry.

Structure (XYZ):
```
12
Properties=species:S:1:pos:R:3:forces:R:3
S 2.73415 1.15379 -0.00780 -0.1 -0.1 0.0
H -2.27909 -2.11735 0.38402 -0.4 -0.6 -0.1
S -2.17309 -0.87978 -0.06231 0.1 -0.4 0.1
C 1.70857 -0.11017 -0.03463 0.4 -0.3 0.0
H 0.46272 2.05667 0.02667 0.0 -0.5 -0.5
C 0.20418 0.06822 -0.10926 1.1 -0.6 0.2
O -1.39181 1.66196 0.40355 -0.9 0.3 0.4
S 2.34286 -1.75612 0.08883 -0.4 0.8 -0.2
N -0.23244 1.36771 -0.28661 1.0 0.5 -0.1
H 1.13933 -2.32290 -0.11323 0.1 -0.1 0.1
H -2.04204 1.88243 -0.27288 0.0 0.1 0.0
N -0.47334 -1.00447 -0.01635 -0.8 0.8 0.1
```
Positions in Å, forces in eV/Å.

Computed properties:
SMILES ... ON/C(=N\S)C(=S)S
Calculated total energy ... -1457.82764 hartree
Strongest force on any atom ... 1.23 eV/A
E_HOMO ... -8.82 eV

(2)
DFT (the ωB97M-V functional and the def2-TZVPD basis) results for C12H16N2O6 in the gas phase at a distorted geometry.

Structure (XYZ):
```
36
Properties=species:S:1:pos:R:3:forces:R:3
H 2.11778 1.99598 2.12913 -0.1 0.0 0.0
H -0.01110 -2.70574 -0.45290 0.1 -0.1 0.0
C -3.80238 -0.49918 -0.69545 -0.2 0.4 0.1
H -4.73269 -0.50901 -1.23968 0.0 0.0 0.0
N -4.27516 1.79026 0.01259 -0.5 0.7 0.0
O 3.26165 2.02871 0.56931 0.2 0.3 0.1
C -0.94798 -2.84752 0.08315 0.1 0.1 0.0
H 1.62315 0.30610 -2.84227 0.1 0.0 0.0
C 2.43113 0.41776 -2.11054 -0.5 -0.6 0.2
C 2.18823 0.14619 1.64195 0.3 -0.4 -0.1
C -3.42560 0.63545 0.01157 0.9 -1.3 -0.1
H 2.87213 -0.44196 2.26644 -0.1 0.0 -0.1
H 3.78244 0.07227 0.15398 -0.1 0.0 0.0
O -3.89572 2.77661 0.61323 0.0 0.2 0.1
H -1.49113 -3.67041 -0.37449 0.0 -0.1 0.0
C -2.96328 -1.59507 -0.66344 0.1 0.2 0.1
H -3.25316 -2.49146 -1.19135 0.0 -0.1 0.0
H 3.09403 -0.45475 -2.17998 -0.1 0.0 0.0
O -5.32702 1.72242 -0.59171 -0.2 0.0 -0.1
H 3.46801 2.39299 -0.30189 0.0 0.0 0.0
O 1.65126 1.18830 2.40089 0.0 0.4 0.1
H -0.13603 0.56378 1.95638 0.0 -0.2 -0.1
O 1.23512 -0.74453 -0.36697 0.2 -0.1 -0.3
C -2.22512 0.67562 0.70418 -0.2 0.1 -0.1
H -1.96182 1.57777 1.23721 0.0 0.0 0.0
C 1.83854 0.48096 -0.70854 0.4 0.4 -0.1
N -0.21669 -0.32986 1.47745 0.4 0.4 0.5
C 2.90180 0.68955 0.38240 -0.4 -0.5 -0.3
H -0.71827 -3.10890 1.11433 0.1 -0.1 0.1
H 3.47537 1.64221 -3.21592 0.0 0.1 0.1
O 3.14911 1.61849 -2.31062 0.2 0.3 0.0
H 1.24183 -1.82604 1.34000 0.0 0.2 -0.2
C 1.07568 -0.78245 1.04816 0.0 -0.3 0.2
C -1.76510 -1.59658 0.04055 0.0 0.2 0.0
C -1.37109 -0.42643 0.72159 -0.6 -0.2 -0.4
H 1.11210 1.30849 -0.65877 0.1 0.0 0.0
```
Positions in Å, forces in eV/Å.

Computed properties:
SMILES ... Cc1ccc([N+](=O)[O-])cc1N[C@H]1O[C@H](CO)[C@@H](O)[C@H]1O
Calculated total energy ... -1027.72679 hartree
Strongest force on any atom ... 1.58 eV/A
E_HOMO ... -8.37 eV

(3)
DFT (the ωB97M-V functional and the def2-TZVPD basis) results for a molecular structure, C47H55F2MnN2O3PS.

Structure (XYZ):
```
112
Properties=species:S:1:pos:R:3:forces:R:3
O -0.93262 0.92716 -1.77288 -0.1 0.0 -0.1
C -0.45064 2.29949 1.62534 -0.1 0.0 -0.1
H -0.19091 -5.13727 -2.32860 0.0 0.0 0.0
H 3.24711 0.29623 -3.14081 0.0 0.0 0.0
H 2.23205 -0.05854 2.89869 0.2 0.3 0.3
C -0.61916 0.38567 3.26524 0.0 -0.1 0.1
H -0.58491 -1.33059 4.53167 0.0 0.0 0.0
H 3.59409 -0.36280 -1.54030 0.0 0.0 0.0
C -3.13794 0.60087 0.47513 0.1 0.0 -0.1
H -3.62161 2.50142 1.39903 0.0 0.0 0.0
C 3.97460 2.35792 -1.59333 -0.1 0.1 0.1
H -2.62882 -1.84542 0.88293 0.0 0.0 0.0
H -2.85358 -0.97686 -1.05609 0.0 0.0 0.0
C -3.47274 -0.09970 -0.85760 0.0 0.0 0.0
F 2.61347 -3.18333 3.11934 0.0 0.0 0.0
C -3.07712 4.19264 -4.60556 -0.1 0.0 0.0
H -1.68432 -2.26651 -5.14008 0.0 0.0 0.0
H -2.30539 2.09386 4.40859 0.0 0.0 0.1
C -0.01172 -3.06791 -1.78829 0.0 0.0 0.0
C -2.79786 1.42524 -4.19127 0.0 -0.1 0.0
O -2.36077 5.27005 -1.44840 -0.1 0.0 0.0
H 1.36366 3.31733 -2.18365 0.0 0.0 0.0
N -0.95274 3.18378 -1.51949 0.0 0.1 0.1
C -1.95480 -1.25685 1.49459 0.1 0.0 0.0
C -1.01311 -3.84043 -3.82078 0.0 0.0 0.0
C -1.29885 2.11154 -2.14007 -0.1 0.0 0.1
H -2.75123 0.35734 -4.02600 0.0 0.0 0.0
C -2.07419 -4.15603 1.83088 0.0 0.0 0.0
H 3.73656 -0.81239 0.82160 0.0 0.0 0.0
H 0.62661 5.98201 0.88975 0.0 0.0 0.0
C -3.43084 2.09435 0.40794 0.0 0.0 0.0
H 2.33219 2.57318 -3.44861 0.0 0.0 0.0
N -0.30688 -1.79382 -2.12510 -0.1 0.1 0.1
H 1.94811 -0.38699 -2.17608 0.0 0.0 -0.1
H 0.89249 1.75496 -2.88084 0.1 0.0 0.0
C 2.86812 0.20457 -2.12092 0.0 0.0 0.0
C -0.76479 4.69947 1.90991 0.0 0.0 0.0
C -0.38985 -4.11902 -2.61558 0.0 0.0 -0.1
H -3.19081 5.25922 -4.74109 0.0 0.0 0.0
H -3.36148 0.58058 -1.69722 0.0 0.0 0.0
C 0.33948 4.96530 1.11842 0.0 0.0 0.0
H -0.66156 -3.65692 3.35817 0.0 0.0 0.0
H -3.87273 0.22174 1.19208 0.0 0.0 0.0
H 4.37717 2.22189 -2.59954 0.0 0.0 0.0
C 1.91484 -4.37331 1.22507 0.0 0.0 0.0
H 3.51352 0.97892 3.49141 0.0 0.0 0.0
H -3.12853 -3.99183 1.59727 0.0 0.0 0.0
C -0.26536 1.28268 4.44534 0.1 0.0 0.0
H -2.05197 0.80606 5.58248 0.0 0.0 0.0
H -3.60484 -3.03261 3.86232 0.0 0.0 0.0
C 2.67170 0.92739 2.79721 -0.1 -0.1 0.2
O -0.31496 5.21257 -2.83477 0.0 0.0 0.0
C -1.59020 1.67966 5.11867 0.0 0.1 0.0
H -1.40923 2.42148 5.89724 0.0 0.0 0.0
H 4.93479 2.48692 1.73393 0.0 0.0 0.0
H -2.30403 -2.87165 5.04519 0.0 0.0 0.0
H 4.89482 -0.00574 1.87517 0.0 0.0 0.0
C 0.69895 2.58281 0.83978 0.0 0.0 0.0
H -1.48968 -3.95722 0.93204 0.0 0.0 0.0
C -3.68995 3.28320 -5.46122 0.0 0.0 0.0
C 1.50676 -1.99633 1.43484 -0.1 0.1 0.1
H -2.74959 -4.46675 4.44001 0.0 0.0 0.0
H 1.59441 -1.11277 2.04448 -0.1 -0.3 -0.2
S -1.46056 4.54281 -2.28891 0.1 0.0 0.0
C -2.62886 -3.41964 4.16138 0.0 0.0 0.0
H -1.30990 -4.65186 -4.47154 0.0 0.0 0.0
C 0.64023 0.65101 5.51398 0.0 0.1 -0.1
H 3.44586 3.14790 2.40639 0.0 0.0 0.0
H 3.76394 3.28639 0.70588 0.1 0.0 -0.2
C -1.63080 -3.28740 3.00487 0.0 0.0 0.0
P 1.78438 1.28903 0.13556 0.1 0.1 0.0
H -4.34086 2.23984 -0.17736 0.0 0.0 0.0
H 0.05342 0.06594 6.22354 0.0 0.0 0.0
C -3.55774 1.91656 -5.24734 0.0 0.0 0.0
H 4.83329 0.40483 0.17095 0.0 0.0 0.0
C -1.13507 3.38992 2.15995 0.0 0.0 -0.1
C -0.94370 0.90552 1.99099 -0.1 0.0 -0.1
C 1.06349 3.90860 0.60415 0.0 0.0 0.0
H -4.51096 -0.43284 -0.84992 0.0 0.0 0.0
H 1.90879 4.12093 -0.03738 0.0 0.0 0.0
H 1.94467 1.67339 3.10395 -0.1 0.0 0.0
H -4.06095 1.22098 -5.90507 0.0 0.0 0.0
C 3.20296 1.22995 1.40408 -0.1 -0.1 -0.1
C -2.33348 3.68282 -3.56590 0.0 0.0 0.0
H -2.64177 2.67652 -0.04900 0.0 0.1 0.0
C 1.73136 2.36626 -2.56001 0.0 0.0 0.0
C -1.43869 -1.82929 2.64551 0.0 0.0 0.0
C 2.00928 -3.18859 1.92318 0.0 0.0 0.0
Mn -0.01229 -0.31058 -0.60749 0.2 -0.3 0.2
H -1.34760 5.50965 2.32625 0.0 0.0 0.0
H 1.14053 1.43278 6.08539 0.0 0.0 0.0
H -1.02781 -0.48312 -3.51086 0.0 -0.1 0.0
C -1.83546 0.11196 1.19122 -0.2 0.2 0.1
H 1.40293 -0.00422 5.10440 0.1 0.0 -0.1
H 2.32409 -5.29955 1.60024 0.0 0.0 0.0
H -1.95787 -5.21002 2.08254 0.0 0.0 0.0
C 4.21992 0.14197 1.02963 0.0 0.0 0.0
C 2.62731 1.62355 -1.56608 -0.1 -0.1 0.0
F 1.15386 -5.47971 -0.66799 0.0 0.0 0.0
H 0.19082 2.20108 4.07824 0.1 0.0 0.0
C 1.26025 -4.32494 0.01065 0.0 0.0 0.1
H -1.99985 3.20303 2.78040 0.0 0.0 -0.1
H 3.85595 3.43132 -1.44666 0.0 0.0 0.1
C -0.87465 -1.53154 -3.30400 0.0 0.1 0.0
C -0.86136 -0.95648 3.55263 0.1 0.0 0.0
C 0.71352 -3.15835 -0.51543 0.0 0.1 -0.1
C 0.86294 -1.96474 0.21443 0.1 -0.1 0.1
H -4.28492 3.64303 -6.28917 0.0 0.0 0.0
H 4.71689 1.98480 -0.89849 0.0 0.0 0.1
C -2.16283 2.32414 -3.35073 -0.1 0.0 0.0
C -1.23561 -2.52351 -4.19202 0.0 0.0 0.0
C 3.86704 2.62358 1.55050 0.0 -0.1 0.0
```
Positions in Å, forces in eV/Å.

Computed properties:
Calculated total energy ... -4249.27784 hartree
Strongest force on any atom ... 0.44 eV/A
Net charge ... +1
E_HOMO (spin up / spin down) ... -11.20 / -11.48 eV
<S²> ... 6.197
Multiplicity ... 5

strongest force on any atom of number 2 (C12H16N2O6)? 1.58 eV/A